Run P
Here is an isolated ion of composition C8H17N4 and charge +1 from the Open Molecules 2025 dataset. Energies are from wB97M-V/def2-TZVPD.

Properties
Net charge ... +1
Gap between HOMO and LUMO (alpha / beta) ... 7.0 / 5.5 eV
2S+1 ... 1
SMILES ... CC[C@H](/[NH+]=N/C)N1C=C(C)CN1

Last column: natural (NBO) charge in e.
CARTESIAN COORDINATES (ANGSTROEM)
C1 3.5850 0.4762 0.6068  -0.63
C2 2.4669 1.3649 0.0448  -0.42
C3 1.1905 0.5797 0.3189  0.10
N1 1.1701 -0.6115 -0.4901  -0.23
N2 0.6160 -1.6550 0.0914  -0.07
C4 0.0357 -2.7321 -0.5070  -0.51
N3 -0.1750 1.1005 0.1954  -0.19
C5 -1.1271 0.4366 0.8853  -0.06
C6 -2.3331 0.4345 0.3066  0.07
C7 -3.5025 -0.3142 0.7301  -0.66
C8 -2.1503 1.1651 -1.0396  -0.27
N4 -0.6715 1.3581 -1.1053  -0.48
H1 3.8880 -0.2801 -0.1146  0.22
H2 3.5275 0.1869 1.6255  0.23
H3 4.3583 1.1930 0.7116  0.24
H4 2.5410 1.6938 -1.0330  0.22
H5 2.5281 2.2070 0.6364  0.24
H6 1.1774 0.2865 1.3321  0.24
H7 1.2184 -0.7528 -1.5394  0.42
H8 -1.0836 -2.4766 -0.5075  0.27
H9 0.4605 -3.1297 -1.4501  0.22
H10 0.0268 -3.6071 0.2637  0.26
H11 -0.8862 0.1441 1.8252  0.22
H12 -3.2400 -1.0628 1.5667  0.24
H13 -3.7007 -0.9793 -0.0471  0.23
H14 -4.4304 0.1807 0.8454  0.25
H15 -2.3671 0.5075 -1.8771  0.22
H16 -2.8261 2.0309 -0.8924  0.23
H17 -0.2966 2.2553 -1.3828  0.39

---

Run Q
Here is an isolated ion of composition C8H17N4 and charge +1 from the Open Molecules 2025 dataset. Energies are from wB97M-V/def2-TZVPD.

Properties
Net charge ... +1
Gap between HOMO and LUMO ... 10.1 eV
2S+1 ... 1
SMILES ... CN/C(=[NH+]\C)N1N=C(C)C[C@@H]1C

Last column: natural (NBO) charge in e.
CARTESIAN COORDINATES (ANGSTROEM)
C1 1.1020 -2.7066 -0.5944  -0.45
N1 0.8367 -2.0080 0.6899  -0.55
C2 0.2778 -0.8253 0.9225  0.69
N2 0.1764 -0.3997 2.2228  -0.55
C3 0.8489 -0.6318 3.4409  -0.42
N3 -0.3255 -0.0628 0.0068  -0.25
N4 -0.6064 -0.5213 -1.2320  -0.27
C4 -1.1105 0.3963 -1.9908  0.32
C5 -1.8329 0.1612 -3.3057  -0.68
C6 -1.1537 1.7914 -1.3514  -0.46
C7 -0.5641 1.4012 0.0735  -0.07
C8 0.7230 2.2011 0.2880  -0.62
H1 0.5359 -2.1816 -1.4092  0.27
H2 2.1641 -2.7448 -0.8049  0.21
H3 1.0272 -3.7685 -0.4675  0.23
H4 1.5368 -2.3790 1.3286  0.42
H5 -0.0163 0.6065 2.2190  0.40
H6 1.8814 -0.3286 3.4482  0.20
H7 1.0505 -1.7050 3.7259  0.22
H8 0.3421 -0.1848 4.2002  0.23
H9 -1.3378 0.4257 -4.3324  0.27
H10 -2.7723 0.8352 -3.2949  0.24
H11 -2.1662 -0.8909 -3.2099  0.25
H12 -0.6504 2.4865 -1.9733  0.25
H13 -2.1197 2.0963 -1.1273  0.24
H14 -1.3065 1.7841 0.8525  0.23
H15 1.4476 2.1834 -0.5394  0.23
H16 1.1664 1.7615 1.1902  0.19
H17 0.3849 3.3125 0.5801  0.24

---

Quick one: most stable of them? run Q